{"formula": "C63H147N15O11P2", "method": "ωB97M-V with the def2-TZVPD basis set", "max_force_ev_per_a": 5.29, "e_tot_ha": -4820.040535, "total_charge": 0, "gap_ha": 0.3054, "species": ["C", "H", "C", "H", "C", "C", "C", "H", "C", "H", "H", "H", "H", "H", "H", "H", "H", "H", "H", "C", "C", "H", "H", "H", "H", "C", "H", "H", "H", "H", "H", "H", "C", "H", "N", "C", "H", "N", "H", "C", "H", "H", "H", "H", "N", "H", "C", "C", "H", "O", "P", "H", "H", "H", "H", "H", "H", "H", "C", "H", "C", "H", "H", "N", "H", "H", "C", "H", "O", "H", "H", "C", "H", "C", "O", "H", "H", "N", "H", "H", "H", "H", "H", "H", "C", "H", "C", "H", "H", "O", "C", "H", "C", "H", "H", "H", "C", "H", "C", "H", "H", "H", "C", "H", "H", "H", "H", "H", "H", "C", "C", "H", "H", "C", "H", "H", "C", "H", "H", "H", "H", "O", "N", "H", "H", "H", "P", "O", "C", "C", "H", "H", "H", "H", "O", "H", "H", "H", "H", "H", "H", "H", "O", "H", "O", "H", "C", "H", "C", "C", "C", "H", "H", "C", "H", "N", "H", "H", "C", "H", "C", "O", "C", "H", "H", "C", "H", "H", "C", "H", "C", "C", "N", "N", "H", "C", "H", "H", "C", "H", "H", "H", "H", "H", "N", "C", "H", "N", "H", "C", "H", "H", "H", "C", "O", "H", "C", "C", "H", "H", "C", "H", "H", "C", "H", "C", "H", "H", "C", "H", "C", "H", "H", "H", "N", "C", "C", "N", "C", "H", "C", "H", "H", "C", "H", "H", "H", "H", "H", "H", "N", "H", "H", "C", "C", "H", "H", "N"], "coordinates": [[1.4211, -5.3031, -0.7149], [-1.9891, 1.7184, -1.4201], [4.9592, 0.1842, -3.3759], [-4.1717, 3.9627, 3.4336], [4.3649, -1.7315, -1.8322], [-0.2144, -2.1584, 0.9873], [0.4642, -7.3296, -1.7513], [4.7362, 0.2741, 1.4683], [-1.5488, 5.2939, 3.6829], [-0.7473, -2.2181, 4.5804], [4.9955, -2.1789, 0.9867], [-2.0178, 3.4848, 4.7113], [-5.1021, -2.7487, -6.4766], [1.2048, 3.7888, -1.2030], [6.1149, -0.6280, 7.1727], [-3.7011, 1.8633, -1.0889], [-0.4953, -3.1239, 0.5666], [1.4001, 4.2290, -5.8486], [-1.2379, -4.9357, -0.8014], [-0.5070, 3.4645, -5.0924], [-5.5500, -0.8583, -2.4616], [3.1942, -4.2873, -2.7230], [-7.6436, -0.4870, -0.3023], [5.1528, -1.4672, -1.1268], [4.2821, 4.1462, 7.5359], [-2.7309, -1.8486, -6.8908], [0.7831, -1.8738, 0.6528], [5.6920, 1.1775, 3.5477], [-4.3907, 2.4412, 0.7717], [0.2034, 4.9384, -0.4632], [6.4606, 0.8321, -5.4295], [0.3383, 3.0368, 1.3575], [-5.4737, -2.7824, -0.9932], [-2.4679, -2.5708, -7.6638], [-2.9060, 5.3182, 3.0555], [-2.6437, 2.9058, -4.0800], [-3.6814, -4.0745, 2.2262], [-2.5999, -2.8294, 5.1925], [1.1009, -4.3528, -1.1421], [6.6951, -0.1913, -5.1365], [-6.5530, -4.6790, 3.9890], [2.9578, 1.8694, 4.1648], [-6.4488, -1.1475, 0.7954], [3.6699, 0.3671, -1.7269], [-1.2835, -1.2073, 0.5544], [5.2980, -4.0099, -1.1604], [-1.1510, -2.9971, 5.2271], [-2.8349, 1.2163, -0.9503], [-0.2499, -2.1861, 2.0764], [-2.7731, -5.7078, 2.7885], [-1.9342, -3.1825, -4.4340], [0.9820, 1.8406, 2.5124], [-0.1303, 4.9086, 2.0606], [-0.1397, 2.4876, -4.7780], [-2.3774, -0.2540, -4.4985], [5.0637, 0.4767, 6.5372], [2.5485, 3.7285, 7.3058], [-1.6265, -6.6357, -0.6656], [-3.2516, -1.9908, 4.3260], [-1.4284, -5.9537, -4.4081], [0.0007, -3.8311, -6.3624], [-1.5081, 5.9729, -4.8962], [-5.3727, 6.2867, 1.6988], [5.0887, -0.4884, 3.8369], [1.8381, 2.1711, 0.9735], [0.7988, 7.1128, -2.3294], [5.4128, -0.8277, -4.4865], [-0.8389, -5.7500, 0.7465], [-2.0035, 4.4799, -1.8319], [7.3606, -1.8386, 4.1831], [-4.3404, 0.9165, 1.6418], [2.6368, 2.6519, 4.8524], [-3.2181, 2.2126, 2.0614], [6.6123, -2.2198, 4.8780], [-1.3589, 0.4548, 2.8124], [3.5370, -2.1053, -1.2297], [-1.2011, 3.2752, 3.1864], [0.3883, -6.2293, -0.9210], [-1.8035, -1.3170, -6.6776], [-3.3457, -1.2305, 0.0004], [-0.8749, -3.9520, 4.7798], [-3.1064, 8.0635, 3.6907], [4.6586, 1.1429, -3.7986], [-0.4187, 6.0909, 5.5335], [-1.8026, -0.6801, -3.6762], [7.4977, 0.0428, -4.4372], [-4.3706, 6.0771, 1.3246], [-2.1920, 6.0209, 5.6576], [-2.3684, 7.7139, 0.6798], [-3.9419, 4.7948, 3.8537], [0.1298, -1.9967, -3.1386], [-0.9798, 7.0900, -2.1802], [0.6826, 4.4931, -5.0717], [2.8649, -2.8407, -3.6310], [5.7870, 3.6946, 5.8001], [2.2965, -2.8370, 5.1382], [-3.3781, -3.7690, 6.1052], [4.9891, -3.2787, 2.3963], [-0.7431, 7.0468, 1.9237], [-3.0949, 5.6303, -4.3002], [-0.2903, 3.6555, 4.6370], [-2.4208, -2.5741, -0.6674], [-0.4239, 5.7279, 2.7168], [3.7901, 2.4907, 7.5936], [-2.8628, -2.4793, 1.0874], [0.3212, 5.4730, -5.3837], [3.0348, -0.4933, -3.0967], [0.8084, 1.8205, -1.1933], [-0.8348, 3.3872, -6.1290], [4.8183, -2.7275, -2.8735], [-2.5352, -1.9302, 0.2046], [-4.5851, 7.4099, 3.4987], [2.3132, -0.8831, 3.8137], [0.4587, 0.9144, -0.6984], [-4.1120, 8.6225, 2.4036], [6.1952, -2.1053, 2.1415], [5.1170, -2.2474, 2.0677], [-2.4031, -1.0035, -2.8260], [-1.1518, 0.1266, -3.3389], [-5.0241, 0.0902, -2.3525], [2.5384, -2.3704, 2.7323], [5.2584, 3.0523, 3.9714], [-1.0548, 4.2963, -2.8139], [2.0248, 3.4376, 4.4093], [-3.5093, -1.1286, -7.1435], [0.5243, 5.9138, 3.2213], [-1.3307, 0.3721, 1.3173], [-4.4418, -1.6919, 4.3784], [0.8649, 2.0877, 1.4572], [0.9009, 4.8316, -1.2939], [1.6391, -5.1180, 0.3369], [-0.1209, 6.9166, -3.7461], [1.7980, 5.4267, -1.1231], [5.2265, -3.1010, -5.3786], [1.4624, -7.5842, -2.4274], [-2.1344, 2.0518, -3.6335], [6.6944, 0.5564, 6.0382], [-2.2108, 3.5994, -1.5104], [0.2301, -2.8017, -6.0870], [-0.7209, -2.8891, 6.2228], [3.5749, -1.1309, 6.1127], [-0.4230, 0.5602, -1.2325], [-5.7083, -3.4236, 0.0610], [-5.5319, -7.5331, 2.7069], [6.0414, -3.0317, -4.8759], [6.7954, -3.2987, -1.9097], [3.5784, 3.4382, 7.0981], [-2.5369, 5.0112, -5.9363], [3.6268, -3.5986, -3.4488], [-6.1964, -4.7278, 2.9602], [3.7986, -0.1542, 1.8226], [4.4842, -1.5628, -6.2700], [0.8637, -4.4931, -6.2916], [-4.3258, -3.3053, -5.9516], [-2.5719, -1.5423, 3.5851], [0.0602, 1.1641, 0.6610], [-7.0103, -5.1568, 2.3756], [0.0860, 7.3139, 1.2685], [-1.4722, -5.6502, -5.4540], [-1.3818, 7.2852, 4.6259], [3.9056, -0.4179, -2.4455], [-2.6228, -3.8819, -3.2573], [-0.1211, 6.6517, -2.6888], [6.1351, -3.0858, 4.4193], [1.8948, 2.1703, 5.4893], [-2.0991, 6.8035, 1.2153], [5.7944, 0.4038, -2.7109], [0.7536, -2.7360, -3.6409], [4.3081, -0.7657, -5.5477], [-3.3080, -3.4971, 7.1585], [-2.2845, 5.2079, -4.8943], [-3.2431, 6.4381, 2.2273], [-4.9688, -5.4699, 3.0701], [3.7476, 3.2143, 5.6067], [-5.7950, -6.9550, 4.4045], [-1.2094, 3.8777, 4.0947], [4.4682, -2.5811, 6.4594], [3.7292, -3.4914, 4.3257], [-1.6574, 4.0214, -4.1993], [-0.4128, -7.9729, -1.5804], [-4.4677, 6.6878, 0.4270], [5.9919, -4.5766, -2.6081], [-3.0231, 2.5385, -5.0336], [-6.5234, -0.5688, -2.8575], [-3.1117, -2.5992, -5.6798], [5.7772, -3.6523, -2.0717], [2.3694, -5.5078, -1.2119], [5.6771, -2.1670, -3.9453], [-4.3902, 5.0505, 0.9587], [2.9699, -1.6741, 3.4514], [-2.5234, -5.7498, -5.7246], [-0.4664, -3.7610, -7.3448], [7.0767, -0.6598, -6.0437], [4.9942, 3.3772, 5.1052], [6.1583, 0.3612, 3.3529], [-0.8146, -6.2603, -6.0732], [1.2615, 4.7230, -3.6852], [-5.1558, -6.9155, 3.5225], [-6.0409, 0.2716, -0.2669], [-3.5506, 3.1202, -3.5148], [5.8899, -0.1574, 6.2156], [-0.8519, 7.9060, 2.5855], [3.8528, -4.1453, -4.3643], [-6.5769, -0.6733, -0.1776], [1.9118, 5.5678, -3.9124], [4.1918, -1.9026, 5.6523], [1.8190, 3.8136, -3.4612], [-4.8461, -3.1726, -1.8094], [3.2456, -2.5770, 4.6694], [1.1590, 0.0794, -0.6813], [-3.7868, -5.0979, 2.6185], [-0.0840, -2.3153, -2.1184], [-3.1204, -4.8264, 6.0462], [7.1080, -2.4566, 5.8195], [-5.8396, -1.4879, -1.1919], [-1.3550, 6.2627, 5.0025], [-0.9261, -5.8694, -0.3334], [-0.9673, -4.2798, -5.3890], [-3.7213, 1.7147, 1.2325], [-4.1683, -7.2903, 3.7920], [5.4732, -1.2121, 5.0827], [4.2937, 0.1668, -6.1119], [-4.7263, -3.6399, -4.9946], [0.1853, 5.1050, -2.6343], [-4.1206, -4.2130, -6.5191], [-1.9378, 5.9457, 0.5624], [-4.8497, -1.4307, -3.0699], [3.2954, -0.9697, -5.1998], [-3.0587, 0.2765, -1.4549], [3.1658, 0.6684, 2.1560], [-1.0043, -1.8236, -4.0008], [3.1914, -0.6598, 1.0718], [0.5919, -1.0164, -3.0216], [4.2915, -1.1754, 2.8100], [-3.7422, 7.7132, 2.8776], [-6.1117, -3.7198, 2.5542], [-4.4680, -3.7822, 6.1124], [-2.6285, 1.1389, 0.4695]], "forces_ev_per_angstrom": [[1.02, 1.47, -0.43], [0.06, -0.22, -0.37], [1.06, -1.36, 0.90], [0.04, -0.17, -0.14], [-0.72, 1.83, -0.47], [-1.11, 0.88, 0.08], [2.07, 1.05, 0.75], [-0.34, 0.30, -0.97], [1.54, 1.19, 2.12], [0.23, 0.10, 0.09], [-0.57, -0.28, -0.03], [-0.01, -0.11, 0.11], [0.27, 0.44, 0.05], [0.11, -0.09, -0.34], [0.32, -0.67, -0.19], [-0.01, -0.02, -0.25], [0.28, -0.04, 0.16], [0.39, -0.18, 0.34], [-0.21, 0.19, 0.10], [1.08, 1.92, 0.32], [-0.28, 0.84, 0.48], [0.35, 0.00, 0.03], [-0.02, -0.38, -0.68], [0.30, -0.27, -0.11], [-0.09, 0.26, -0.53], [1.42, -0.59, 1.51], [-0.03, 0.14, -0.06], [0.54, 1.00, -0.21], [0.51, -0.05, -0.68], [0.00, 0.48, 0.16], [-0.56, 0.07, -0.29], [0.49, 0.47, 0.42], [-0.35, -0.43, 2.65], [-0.43, 0.21, -0.59], [2.48, -0.43, -0.25], [-0.71, -1.15, 0.48], [-0.90, 0.06, -0.25], [-1.74, -1.62, 1.26], [0.01, 0.48, 0.04], [-0.40, 0.48, 0.25], [-0.40, 0.42, 0.02], [0.21, 0.41, -0.25], [0.22, 0.15, -0.06], [-0.13, -0.28, 0.42], [0.07, 1.27, -0.01], [0.07, 0.30, 0.29], [-0.51, 0.26, -1.07], [0.29, 0.39, -0.10], [0.35, -0.44, 0.12], [2.32, -1.78, -0.08], [-1.40, -1.64, -1.38], [-0.17, -0.29, -0.16], [-0.55, 0.03, -0.52], [-0.16, -0.07, 0.27], [-0.20, -0.47, 0.02], [-0.53, 0.07, -0.59], [0.16, 0.12, -0.02], [-0.16, 0.07, 0.54], [-0.37, 0.19, 0.74], [0.00, -0.83, -0.14], [-0.86, 0.54, 0.52], [-0.30, 0.25, -0.29], [-0.01, -0.40, 0.87], [-0.62, 0.23, 1.67], [0.12, 0.05, 0.20], [-0.12, 0.35, 0.28], [0.11, 2.02, -0.06], [-0.31, -0.20, 0.00], [-0.70, 1.11, 0.44], [-0.01, 0.12, 0.07], [-0.33, 0.07, 0.21], [-0.35, -0.02, 0.33], [-0.52, 0.20, 0.43], [-0.50, 0.19, -0.34], [-0.30, 0.04, -1.64], [0.04, -0.52, -0.03], [0.02, -0.27, 0.00], [-1.76, -1.81, -0.18], [0.01, 0.31, -0.08], [0.14, 0.11, -0.05], [0.10, -0.19, 0.21], [0.64, 0.18, -0.24], [-0.17, -0.20, -0.25], [0.03, -0.21, -0.26], [-0.27, 0.48, 0.72], [0.12, -0.90, 0.28], [-2.34, -0.66, -1.53], [-0.01, 0.41, 0.17], [-0.36, -0.29, -0.19], [0.20, 0.90, 0.29], [0.42, -0.38, -0.13], [-0.05, -0.62, 0.09], [-1.51, -0.42, -0.43], [-0.36, -0.24, -0.45], [-0.38, 0.31, 0.20], [0.09, -0.14, 0.19], [-0.08, 0.75, 0.54], [-0.46, 0.00, -0.01], [-0.81, -1.27, 0.47], [-0.29, -0.19, -0.24], [0.16, 0.72, -0.09], [0.25, -0.12, 0.06], [-0.08, 1.47, -0.83], [-0.25, -0.13, 0.15], [-0.13, -0.48, -0.18], [-0.29, -0.05, -0.36], [-0.55, -0.52, 0.32], [0.26, -0.17, 0.01], [-0.30, -0.13, 0.04], [1.40, -2.55, 0.23], [0.13, 1.01, 0.96], [-0.45, -0.16, -0.04], [0.02, 0.27, -0.66], [-0.61, -0.65, 0.18], [0.38, -0.48, -1.08], [0.00, 0.50, 0.45], [0.40, -0.19, -0.50], [-0.64, 0.68, 0.07], [0.16, -0.06, 0.08], [0.06, 0.22, 0.50], [-0.63, 0.56, -0.33], [0.61, 0.03, -1.19], [1.54, -1.79, -2.00], [0.39, 0.09, -0.67], [-0.01, -0.22, -0.27], [-0.20, -0.09, 0.79], [0.88, -0.01, -2.08], [0.91, -0.67, -0.21], [-0.66, 0.31, -0.82], [-1.13, -0.94, 0.55], [-0.16, -0.19, 0.23], [-0.45, 0.30, -0.03], [-0.22, 0.25, -0.26], [-0.04, -0.87, -1.05], [-1.53, -0.04, 0.52], [-0.15, -0.05, 0.21], [0.26, -0.43, -0.65], [0.12, -0.13, 0.19], [0.58, -0.03, -0.09], [-0.25, -0.01, 0.06], [0.18, 0.34, 0.22], [0.31, -0.04, -0.21], [0.39, 1.23, -2.31], [-0.25, 0.16, 0.03], [0.22, -1.67, -1.76], [-0.36, 0.81, 0.32], [-0.08, -0.91, -1.19], [-0.34, -0.14, 0.18], [0.18, 1.65, 0.58], [-0.60, 0.73, 0.65], [0.84, 0.64, -0.85], [0.07, 0.03, -0.46], [0.17, 0.24, -0.47], [-0.16, -1.47, 1.34], [0.07, 0.08, 0.08], [-1.38, -1.55, 1.77], [0.37, -0.68, -0.26], [-0.14, -0.22, -0.34], [0.26, 0.36, 1.35], [-0.11, 0.05, 0.47], [-0.25, 1.06, -1.26], [1.10, 1.36, -2.44], [1.50, -0.60, -0.91], [0.47, -0.39, 0.16], [0.40, -0.16, 0.62], [1.50, -0.34, 1.24], [0.50, 0.07, -0.18], [0.47, 0.16, 0.44], [-0.18, -1.03, -0.64], [1.01, 0.29, 0.15], [0.83, 1.06, 0.63], [-0.21, 1.77, -2.30], [-1.90, -2.58, -0.06], [0.35, 0.95, 2.57], [-0.14, 0.13, -0.20], [-1.22, -0.95, -0.19], [0.18, -0.08, -0.02], [-0.21, -0.30, -0.12], [1.15, -0.43, 0.20], [0.03, -0.11, -0.64], [0.84, 0.22, -0.19], [-0.29, -0.15, -0.40], [0.26, 0.31, -0.37], [0.19, -0.35, -1.00], [1.16, 1.37, 1.37], [-0.09, -1.50, -0.66], [-0.27, -0.69, -0.01], [-0.49, 3.99, 3.44], [0.34, -0.20, 0.13], [1.48, -1.91, 1.20], [0.02, 0.13, -0.54], [0.41, -0.37, -0.42], [-0.04, -0.41, 0.26], [-0.98, -1.14, -0.01], [-1.06, -1.48, 0.16], [-0.14, 0.03, 0.05], [-0.80, -0.15, -1.66], [1.04, 1.52, -0.27], [-0.28, 0.30, 0.65], [0.12, 0.27, 0.28], [-0.57, -0.06, -0.09], [0.04, -0.07, 0.34], [0.12, 0.03, 0.14], [1.45, -0.53, -0.52], [0.48, 0.00, 1.00], [-0.37, 0.67, 0.06], [0.11, 0.21, 0.72], [-0.17, -0.18, 0.01], [0.94, 0.01, -0.56], [0.60, 0.17, -0.62], [-0.01, 2.14, 0.29], [-0.39, -0.30, 0.19], [0.66, 0.17, -0.54], [-0.16, -0.23, -0.04], [-0.45, -0.51, 0.42], [-1.14, -1.12, -1.79], [1.15, -0.17, -0.90], [-1.02, 1.53, 1.86], [0.48, -0.60, 1.98], [-0.09, 0.05, -0.01], [0.08, 1.28, 0.74], [0.13, 0.02, 0.17], [-0.31, -0.10, -0.02], [-0.24, 0.80, 0.59], [-0.16, -0.20, -0.41], [-0.28, 0.12, -0.43], [-0.69, -0.47, -0.26], [-0.01, 0.16, 0.42], [0.22, -0.07, 0.05], [0.18, -0.18, 0.75], [-0.92, -1.13, -2.15], [0.37, -0.05, -0.43], [0.47, -0.14, -0.32], [-0.43, 0.32, 0.84], [-0.31, 0.34, 3.38], [0.64, -0.08, 0.19], [-0.08, 0.66, -1.48], [-0.03, -0.41, 0.75]], "mulliken_charge": [-0.4063, -1.2728, -1.8718, 0.3612, -1.1328, 0.4525, 0.1067, 0.9699, 1.5672, -0.0610, -0.1293, 0.5353, 0.3403, -0.1546, 0.4511, 1.0414, -0.0180, 0.4695, -0.0462, -0.8887, -0.2490, -0.4006, 0.3268, 0.2369, 0.3619, -1.1897, -0.6437, 0.3982, 0.5031, -0.2445, 0.3960, -0.2713, 0.0866, 0.2981, 1.2765, -1.8600, -0.0405, 0.2102, -0.2429, -1.8336, 0.3812, -0.1508, 0.1180, 0.3702, 1.3981, 0.2597, -0.7166, 0.7537, -0.0063, -0.7213, 0.6090, 0.2931, -0.7785, -0.0121, 0.2035, 0.2315, 0.3138, 0.3158, 0.4677, 0.2463, -1.0748, 0.3953, 0.3998, 1.3692, 0.5831, 0.5468, 1.6682, 0.3821, -0.2293, 0.2671, 0.2231, -0.5609, -0.0810, -1.7124, -1.0911, 0.4938, 0.0982, 0.2241, 0.3243, -0.4457, 0.3314, 0.3257, 0.5015, 0.3890, -0.7431, 0.4127, -1.7260, 0.4094, 0.6340, -0.5524, -0.1492, 0.0900, -1.0072, 0.4120, 0.3526, 0.3570, -1.1522, 0.3965, -1.2672, 0.3515, 0.0766, -0.0359, 0.1535, 0.3512, -0.0091, 0.3108, -0.7101, 0.0713, 0.5924, 2.1473, -0.0264, 0.4363, 0.2507, 0.8871, 0.3739, 0.3574, -1.5637, 0.1815, -0.2319, 0.0740, -0.0974, -0.6441, 0.7007, 0.2953, 0.3509, 0.4192, -0.5777, -0.7102, -0.9733, -1.3114, 0.2822, 0.4901, 0.7005, 0.3574, -0.6054, 0.0784, 0.4046, 0.2820, 0.2944, 0.4090, 0.3676, -0.8134, -0.6152, 0.3106, -0.4466, 0.4316, -1.0369, 0.3417, -1.2006, -0.9592, -1.6871, 0.4860, 0.4250, -1.0635, 0.0389, 1.2777, 0.3461, 0.4121, -0.8966, 0.3436, 0.4541, -0.9526, -1.8629, 0.3965, 0.3847, -1.0118, 0.4728, 0.3503, -1.6885, 0.4180, -1.7366, 1.8062, 0.2555, 0.4275, 0.3282, -1.5660, 0.4373, 0.3741, 1.4976, 0.3286, 0.4366, 0.4846, 0.6195, 0.4530, 0.3705, -2.0138, 0.4125, 0.2190, -0.0110, -0.7748, 0.1766, 0.2443, 0.3435, -0.0975, -0.5991, 0.4045, -1.0165, -1.0245, 0.1900, 0.2935, -1.8659, 0.5767, 0.4745, -0.6544, 0.4527, -1.2958, 0.3217, 0.3261, -0.9882, -0.4027, 0.6702, -0.3882, 0.3668, 0.4493, 0.2285, -1.8641, -0.7450, 0.4974, -0.8982, 0.3021, 1.2894, 0.4331, 0.2334, 1.6302, 0.3068, -0.0753, -0.2368, 0.1484, -0.5416, -0.6116, 0.5717, 0.0737, 0.0244, 2.5646, -1.9765, 0.1794, 0.2998, 0.8517]}